[1]
# C19H14N2O5

C19H14N2O5 in the gas phase (ωB97M-V with the def2-TZVPD basis set, the OMol25 dataset).

Last column: Mulliken charge in e.
Atoms and positions in Å:
O 2.264 1.207 3.475  -0.64
C 2.054 0.981 2.309  0.29
C 2.873 0.221 1.336  -0.07
C 4.063 -0.458 1.492  -0.48
C 4.578 -1.119 0.381  -0.47
C 3.919 -1.095 -0.839  -0.63
C 2.722 -0.404 -0.997  -0.25
C 2.213 0.250 0.105  0.50
C 0.975 1.043 0.269  0.22
O 0.151 1.338 -0.565  -0.65
N 0.942 1.419 1.601  0.26
C -0.178 2.084 2.235  -0.86
C -0.878 1.161 3.240  -0.66
C -1.755 0.102 2.564  -0.53
O -1.005 -0.545 1.536  -0.26
N -1.585 -0.597 0.270  0.29
C -2.295 0.417 -0.369  0.15
O -2.764 1.403 0.141  -0.64
C -2.408 -0.043 -1.772  0.70
C -3.055 0.534 -2.844  -0.58
C -2.979 -0.119 -4.071  -0.51
C -2.280 -1.308 -4.208  -0.47
C -1.627 -1.889 -3.124  -0.56
C -1.701 -1.240 -1.910  0.35
C -1.109 -1.582 -0.597  0.10
O -0.373 -2.482 -0.292  -0.60
H 4.567 -0.478 2.445  0.50
H 5.505 -1.665 0.472  0.40
H 4.341 -1.624 -1.680  0.39
H 2.202 -0.383 -1.942  0.53
H -0.865 2.394 1.444  0.48
H 0.200 2.966 2.760  0.41
H -1.513 1.760 3.893  0.42
H -0.117 0.676 3.852  0.40
H -2.648 0.569 2.152  0.32
H -2.055 -0.661 3.292  0.33
H -3.592 1.462 -2.729  0.50
H -3.470 0.310 -4.931  0.40
H -2.238 -1.791 -5.173  0.40
H -1.080 -2.813 -3.224  0.51

- E_HOMO: -0.339 hartree
- SMILES: O=C1c2ccccc2C(=O)N1CCCON1C(=O)c2ccccc2C1=O
- Lowest unoccupied orbital energy: -0.3980 eV
- Energy relative to the best compared isomer or geometry (same formula, charge and spin): 0.0 kcal/mol
- Charge: 0
- Kohn-Sham gap: 8.83 eV

=====

[2]
# C19H14N5PdSbSe4

A molecular structure, C19H14N5PdSbSe4 (ωB97M-V with the def2-TZVPD basis set, the OMol25 dataset).

Last column: Mulliken spin population.
Atoms and positions in Å:
Pd 1.688 -1.848 -1.620  0.01
N -1.064 5.406 5.182  0.04
C -0.792 4.567 4.439  -0.01
C -0.457 3.529 3.516  0.10
C 0.480 3.752 2.497  -0.03
C 0.785 2.751 1.603  0.09
C 0.192 1.472 1.681  0.06
C -0.749 1.274 2.715  0.11
C -1.070 2.275 3.606  -0.05
C 0.518 0.439 0.711  0.17
C 0.734 -0.905 1.153  0.00
C 0.657 -1.416 2.466  0.16
C 0.843 -2.800 2.383  -0.03
C 1.058 -3.081 1.041  0.12
N 1.012 -1.950 0.301  0.05
C 0.482 0.823 -0.673  -0.05
C -0.089 1.999 -1.203  0.14
C -0.041 1.891 -2.598  -0.02
C 0.548 0.663 -2.870  0.08
N 0.858 0.018 -1.724  0.02
H 0.970 4.714 2.425  0.00
H 1.515 2.929 0.825  0.00
H -1.257 0.323 2.777  0.00
H -1.815 2.100 4.373  0.00
H 0.503 -0.845 3.365  0.00
H 0.836 -3.514 3.192  0.00
H 1.255 -4.034 0.578  0.01
H -0.504 2.813 -0.629  0.00
H -0.378 2.613 -3.326  0.00
H 0.778 0.220 -3.824  0.03
Se 3.145 -3.780 -1.450  0.83
Sb 4.786 -2.399 -3.074  -0.02
Se 2.498 -1.958 -3.995  0.18
Se 6.123 -3.960 -4.309  0.00
Se 5.684 -0.597 -1.797  0.00
N -3.656 -0.665 -1.637  0.00
C -4.248 -1.834 -2.059  0.00
C -3.211 -2.644 -2.417  0.00
N -2.010 -2.004 -2.227  0.00
C -2.310 -0.823 -1.761  0.00
H -4.114 0.157 -1.291  0.00
H -5.315 -1.976 -2.058  0.00
H -3.256 -3.653 -2.794  0.00
H -1.614 -0.044 -1.494  0.02

- E_HOMO (spin up / spin down): -0.024 / -0.087 hartree
- Lowest unoccupied orbital energy (spin up / spin down): 4.2725 / 3.0903 eV
- Charge: -2
- Kohn-Sham gap (spin up / spin down): 4.93 / 5.45 eV
- Multiplicity: 3

=====

[3]
# C19H15Br2N5O4STi

A molecular structure, C19H15Br2N5O4STi (ωB97M-V with the def2-TZVPD basis set, the OMol25 dataset).

Last column: Mulliken charge in e.
Atoms and positions in Å:
Ti 1.259 0.415 0.740  0.26
N -0.888 3.290 3.454  -0.44
C -0.438 2.256 2.692  0.56
S 0.921 2.589 1.658  -0.50
N -1.084 1.141 2.749  -1.35
N -0.589 0.148 1.928  1.20
C -1.283 -0.930 1.982  -0.70
C -1.070 -2.136 1.218  1.13
C -1.942 -3.214 1.403  -0.83
C -1.797 -4.380 0.681  -0.75
C -0.766 -4.478 -0.250  -0.44
C 0.107 -3.427 -0.454  -0.80
C -0.036 -2.249 0.278  0.39
O 0.797 -1.236 0.083  -0.23
H -0.266 4.063 3.606  0.24
H -1.539 3.062 4.187  0.25
H -2.135 -0.921 2.659  0.30
H -2.739 -3.120 2.131  0.40
H -2.476 -5.207 0.835  0.40
H -0.645 -5.388 -0.824  0.40
H 0.910 -3.493 -1.176  0.45
Br 3.042 1.713 -3.602  -0.20
C 1.183 1.600 -3.299  -0.27
C 0.292 1.806 -4.369  -0.38
C -1.055 1.728 -4.167  -0.02
Br -2.218 2.018 -5.635  -0.23
C -1.586 1.427 -2.886  0.75
C -2.957 1.312 -2.565  -0.73
C -3.322 1.003 -1.285  -1.12
C -2.324 0.792 -0.313  -0.15
N -1.047 0.890 -0.574  0.50
C -0.675 1.216 -1.832  0.21
C 0.730 1.323 -2.030  0.07
O 1.507 1.152 -0.991  0.00
H 0.687 2.027 -5.350  0.44
H -3.699 1.468 -3.336  0.34
H -4.363 0.912 -1.008  0.42
H -2.595 0.541 0.708  0.49
N 3.462 0.562 0.385  -0.47
C 4.284 0.077 1.496  -0.40
C 3.370 -0.591 2.520  0.54
O 3.805 -1.273 3.411  -0.64
O 2.104 -0.311 2.315  -0.28
H 3.586 0.023 -0.466  0.27
H 3.660 1.521 0.124  0.31
H 4.782 0.908 1.994  0.30
H 5.046 -0.629 1.174  0.34

- E_HOMO: -0.298 hartree
- Lowest unoccupied orbital energy: -0.5138 eV
- Energy relative to the best compared isomer or geometry (same formula, charge and spin): 5.5 kcal/mol
- Charge: 0
- Kohn-Sham gap: 7.59 eV

=====

[4]
# C19H15Cl2N9O4Pt

A molecular structure, C19H15Cl2N9O4Pt (ωB97M-V with the def2-TZVPD basis set, the OMol25 dataset).

Last column: Mulliken charge in e.
Atoms and positions in Å:
Pt 0.691 -0.222 0.517  1.09
Cl -4.661 -0.060 4.593  -0.08
C -3.314 0.352 3.661  0.20
C -2.690 -0.606 2.939  -1.12
C -1.551 -0.253 2.162  0.63
N -0.811 -1.054 1.440  -0.04
C -0.960 -2.466 1.259  0.48
O -1.883 -3.108 1.661  -0.57
C 0.187 -3.032 0.483  0.30
C 0.259 -4.394 0.319  -0.70
C 1.346 -4.932 -0.363  -0.35
C 2.307 -4.070 -0.852  -0.98
C 2.158 -2.702 -0.661  0.49
N 1.126 -2.179 -0.006  -0.22
C -1.076 1.162 2.159  0.71
C -1.770 2.134 2.933  -1.08
C -2.845 1.750 3.658  0.18
Cl -3.670 2.895 4.586  -0.08
N -0.004 1.353 1.434  -0.05
C 0.728 2.568 1.244  0.47
O 0.380 3.639 1.639  -0.57
C 1.981 2.321 0.459  0.24
C 2.859 3.363 0.280  -0.68
C 4.042 3.133 -0.415  -0.35
C 4.281 1.863 -0.904  -0.99
C 3.340 0.863 -0.697  0.52
N 2.212 1.071 -0.026  -0.20
H -3.042 -1.624 2.953  0.72
H -0.528 -5.012 0.729  0.49
H 1.434 -6.001 -0.504  0.48
H 3.171 -4.433 -1.390  0.46
H 2.876 -2.015 -1.076  0.22
H -1.436 3.159 2.942  0.72
H 2.609 4.332 0.689  0.50
H 4.756 3.931 -0.568  0.48
H 5.181 1.630 -1.454  0.46
H 3.489 -0.119 -1.113  0.19
N -2.739 0.769 -0.710  -0.35
N -2.768 0.818 -2.104  -0.35
C -1.702 0.538 -2.893  0.64
N -1.931 0.639 -4.200  -0.34
N -0.558 0.195 -2.288  -0.25
N 0.522 -0.084 -3.074  0.83
O 1.554 -0.314 -2.450  -0.50
O 0.520 -0.011 -4.296  -0.74
H -3.440 0.106 -0.398  0.26
H -2.990 1.685 -0.352  0.26
H -3.629 1.076 -2.558  0.17
H -2.835 0.905 -4.551  0.16
H -1.176 0.442 -4.838  0.22

- E_HOMO: -0.559 hartree
- Lowest unoccupied orbital energy: -9.0360 eV
- Energy relative to the best compared isomer or geometry (same formula, charge and spin): 2.1 kcal/mol
- Charge: +2
- Kohn-Sham gap: 6.17 eV

=====

[5]
# C19H15Cl2NO2

2 unconnected molecules or ions with the total composition C19H15Cl2NO2 (ωB97M-V with the def2-TZVPD basis set, the OMol25 dataset).

Last column: Mulliken charge in e.
Atoms and positions in Å:
C 0.243 4.011 -1.765  -0.38
C 0.588 3.404 -3.109  -0.37
C 0.905 1.940 -2.789  0.14
O 1.244 1.109 -3.625  -0.69
N 0.759 1.723 -1.438  -0.07
C 0.400 2.863 -0.762  0.14
O 0.229 2.993 0.447  -0.68
H 0.914 4.839 -1.515  0.24
H -0.784 4.392 -1.755  0.23
H -0.252 3.467 -3.812  0.23
H 1.457 3.891 -3.566  0.22
Cl 5.939 0.219 2.963  -0.19
C 4.467 0.182 2.103  0.54
C 4.411 0.610 0.761  -0.84
C 3.221 0.502 0.051  -0.08
C 2.056 -0.060 0.640  0.65
C 0.871 -0.310 -0.113  -0.21
C -0.195 -1.059 0.367  -0.30
C -1.366 -1.277 -0.349  -0.38
C -2.510 -1.966 0.164  0.70
C -3.579 -2.312 -0.708  -0.40
C -4.706 -2.980 -0.250  -0.71
C -4.807 -3.322 1.109  0.49
Cl -6.206 -4.114 1.682  -0.19
C -3.771 -2.997 2.001  -0.79
C -2.639 -2.329 1.534  -0.36
C 2.126 -0.419 2.015  -0.35
C 3.313 -0.327 2.728  -0.87
H 5.312 1.001 0.291  0.40
H 3.164 0.854 -0.977  0.41
H 0.854 0.016 -1.156  0.46
H -0.116 -1.546 1.340  0.28
H -1.426 -0.906 -1.369  0.39
H -3.485 -2.060 -1.767  0.37
H -5.516 -3.244 -0.932  0.38
H -3.866 -3.268 3.049  0.39
H -1.838 -2.085 2.233  0.36
H 1.227 -0.773 2.519  0.43
H 3.362 -0.665 3.761  0.39

- E_HOMO: -0.307 hartree
- Lowest unoccupied orbital energy: -2.4881 eV
- Charge: 0
- Kohn-Sham gap: 5.86 eV

=====

| no. | largest force on an atom (eV/A) |
| --- | --- |
| 1 | 1.077 |
| 2 | 0.581 |
| 3 | 1.047 |
| 4 | 0.967 |
| 5 | 1.975 |